37
Properties=species:S:1:pos:R:3:forces:R:3:lowdin_charge:R:1 method="wB97M-V/def2-TZVPD" de_lowest_kj_mol=28.05 e_tot_ha=-4040.76342 e_homo_ev=-12.229 charge=+1 gap_ev=8.495 e_lumo_ev=-3.734 molar_mass_g_mol=519.01
Sn 0.401 0.022 -0.614 -0.1 -0.2 0.0 1.3396
O 4.041 -2.220 1.153 0.0 0.0 0.0 0.1696
C 2.880 -1.607 1.011 -0.1 0.0 0.1 -0.4969
O 1.944 -2.034 0.376 0.0 0.1 -0.1 0.0302
C 2.839 -0.286 1.753 0.0 -0.1 0.0 -0.0826
O 1.561 0.303 1.609 0.0 0.3 0.0 -0.3045
C 0.619 0.035 2.665 0.0 -0.1 -0.1 -0.0692
C -0.675 -0.596 2.153 0.0 -0.2 0.0 -0.5843
O -1.443 -1.060 2.948 0.0 0.1 0.0 0.1334
O -0.873 -0.569 0.850 0.0 0.0 0.0 -0.2505
H 4.021 -3.064 0.673 0.0 0.0 0.0 0.1553
H 3.593 0.392 1.352 0.0 0.0 -0.1 0.1454
H 3.076 -0.467 2.803 0.0 0.1 0.0 0.1535
H 0.380 0.976 3.163 0.0 0.0 0.0 0.1449
H 1.049 -0.647 3.396 0.0 0.0 0.0 0.1462
S -1.027 3.374 -1.607 0.0 0.0 0.1 0.6616
C -2.200 2.033 -1.646 0.0 0.0 -0.1 -0.6599
C -3.509 2.367 -1.956 0.0 0.0 0.0 -0.0698
C -4.436 1.345 -2.091 0.0 0.0 0.0 -0.0196
C -4.035 0.038 -1.878 0.0 0.0 0.0 -0.0177
C -2.716 -0.198 -1.538 0.0 0.0 0.0 -0.1147
N -1.807 0.777 -1.443 0.0 0.0 0.1 -0.1001
H -3.789 3.404 -2.075 0.0 0.0 0.0 0.1143
H -5.464 1.574 -2.340 0.0 0.0 0.0 0.1256
H -4.727 -0.788 -1.952 0.0 0.0 0.0 0.1218
H -2.374 -1.203 -1.325 0.0 0.0 0.0 0.1184
Se 0.146 2.825 0.183 0.0 0.1 -0.1 0.7906
C 1.932 2.953 -0.526 0.1 0.0 0.0 -0.5982
C 2.254 2.695 -1.847 0.0 0.0 0.0 -0.1444
C 3.597 2.740 -2.202 0.0 0.0 0.0 -0.1153
N 4.579 3.005 -1.347 0.0 0.0 0.0 0.0835
C 4.245 3.263 -0.087 0.0 0.0 0.0 -0.1253
C 2.936 3.256 0.379 0.0 0.0 0.0 -0.1101
H 1.499 2.477 -2.591 0.0 0.0 0.0 0.0800
H 3.890 2.551 -3.228 0.0 0.0 0.0 0.1192
H 5.058 3.497 0.591 0.0 0.0 0.0 0.1181
H 2.723 3.502 1.412 0.0 0.0 0.0 0.1117